1.
{"formula": "C2H3FI2", "method": "ωB97M-V with the def2-TZVPD basis set", "de_lowest_ev": 1.9394, "total_charge": 0, "total_energy_ev": -21038.6691, "e_lumo_ev": [-2.63, -1.26], "e_homo_ev": [-8.8, -9.5], "homo_lumo_gap_ev": [6.13, 8.21], "elements": ["C", "C", "F", "I", "I", "H", "H", "H"], "positions_angstrom": [[0.19205, 0.17451, -0.86776], [-0.21027, 0.51743, 0.55337], [-0.84886, -0.49690, -1.49633], [1.19314, 1.44926, 1.69115], [-0.16048, -2.44075, 1.64054], [1.02518, -0.50859, -0.80534], [0.11015, 1.01984, -1.52449], [-1.30091, 0.28520, 0.80886]], "nbo_charge": [-0.074, -0.357, -0.366, 0.300, -0.187, 0.211, 0.212, 0.261]}

2.
{"formula": "C25H35N3Tc", "method": "ωB97M-V with the def2-TZVPD basis set", "de_lowest_ev": 0.5259, "spin_multiplicity": 4, "total_charge": 2, "total_energy_ev": -33142.8721, "e_lumo_ev": [-7.02, -7.85], "e_homo_ev": [-14.2, -14.4], "homo_lumo_gap_ev": [7.20, 6.59], "elements": ["C", "C", "H", "H", "H", "H", "H", "H", "C", "C", "C", "C", "H", "H", "H", "H", "N", "C", "C", "N", "C", "C", "C", "H", "H", "C", "H", "H", "Tc", "C", "H", "H", "H", "C", "C", "C", "C", "C", "C", "C", "C", "N", "C", "C", "C", "C", "H", "H", "H", "H", "H", "H", "H", "H", "H", "H", "H", "H", "H", "H", "H", "H", "H", "H"], "positions_angstrom": [[2.94111, -0.19895, 1.01258], [4.20132, -0.75758, 0.32583], [3.08078, 0.88358, 1.12701], [3.03523, -0.48820, 2.07217], [1.88566, -0.82791, 1.02357], [4.46538, -0.21273, -0.59152], [4.98193, -0.56924, 1.06297], [4.15617, -1.84218, 0.18901], [0.30612, 3.37712, 0.03560], [-0.62205, 4.38867, -0.21329], [-1.11519, 4.53174, -1.51287], [-0.68348, 3.61242, -2.45891], [0.81823, 3.40493, 0.99333], [-0.91310, 5.04287, 0.61471], [-1.80153, 5.34210, -1.75626], [-1.02428, 3.68114, -3.48694], [0.62381, 2.37928, -0.82604], [0.17534, 2.54562, -2.09547], [0.56004, 1.53821, -3.07719], [0.93421, 0.30625, -2.62039], [0.98868, -0.68593, -3.55270], [0.61654, 0.80550, -5.40266], [0.89424, -0.47695, -4.93082], [1.12391, -1.70020, -3.18591], [1.04485, -1.33670, -5.59021], [0.46949, 1.81285, -4.45890], [0.27652, 2.83615, -4.76320], [0.51075, 0.99918, -6.46982], [1.48746, 0.00727, -0.45425], [2.01381, -1.93809, -1.04916], [2.96575, -1.94773, -1.61556], [1.34636, -2.56465, -1.66996], [2.19606, -2.60013, -0.17692], [-4.41778, -1.71439, 2.50619], [-3.18282, -1.80996, 1.65670], [-2.80076, -3.05594, 1.14174], [-1.70982, -3.14829, 0.27410], [-1.34350, -4.45559, -0.36170], [-0.96221, -1.99908, 0.00899], [-1.15784, -0.79556, 0.71424], [-2.42286, -0.67924, 1.35655], [-0.07190, 0.09829, 0.88299], [0.01013, 0.77312, 2.23863], [-1.19432, 1.69862, 2.46600], [0.02711, -0.31815, 3.31382], [1.26655, 1.62040, 2.44946], [-5.32518, -1.95442, 1.93677], [-4.37928, -2.43430, 3.33282], [-4.54868, -0.71726, 2.93728], [-3.38962, -3.94602, 1.39559], [-1.28394, -5.26799, 0.37121], [-2.07153, -4.76545, -1.12116], [-0.37296, -4.38841, -0.85739], [-0.17086, -2.08626, -0.72776], [-2.85127, 0.29866, 1.56423], [-2.00804, 1.14957, 2.95020], [-0.91750, 2.49152, 3.17971], [-1.52417, 2.17420, 1.53454], [0.81610, -1.05738, 3.11271], [0.22484, 0.15723, 4.28564], [-0.93936, -0.82831, 3.37048], [2.02652, 1.09846, 3.03907], [1.71817, 1.99168, 1.52419], [1.01668, 2.52256, 3.02630]], "lowdin_spin": [0.053, 0.019, 0.023, 0.003, -0.003, 0.001, 0.001, 0.001, 0.004, 0.001, 0.000, 0.000, 0.000, 0.000, 0.000, 0.000, 0.030, 0.002, 0.005, 0.007, 0.002, 0.001, 0.000, 0.001, 0.000, 0.000, 0.000, 0.000, 1.882, 0.000, 0.002, 0.007, 0.011, -0.005, -0.002, 0.160, 0.000, -0.006, 0.120, 0.045, 0.105, 0.437, 0.030, 0.015, 0.021, 0.004, -0.002, -0.001, 0.000, 0.007, -0.002, -0.002, 0.000, 0.011, 0.003, 0.000, 0.002, 0.000, 0.000, 0.002, 0.002, 0.001, 0.002, 0.000]}

3.
{"formula": "C4H10N2OS", "method": "ωB97M-V with the def2-TZVPD basis set", "de_lowest_ev": 4.0120, "total_charge": 0, "total_energy_ev": -20169.9108, "e_lumo_ev": -1.27, "e_homo_ev": -9.3, "homo_lumo_gap_ev": 8.05, "elements": ["C", "N", "C", "O", "C", "C", "S", "N", "H", "H", "H", "H", "H", "H", "H", "H", "H", "H"], "positions_angstrom": [[0.88438, -0.60894, 0.29071], [0.28996, -0.63393, 1.58950], [0.77141, -0.17643, 2.83467], [1.72134, 0.56732, 2.87849], [-0.11965, -0.36684, -0.82426], [-0.83350, 1.01537, -0.78322], [-2.49173, 0.82399, -1.69643], [0.49203, -0.50588, -2.13545], [1.39922, -1.54471, -0.01594], [1.67808, 0.14169, 0.24264], [-0.48075, -1.28581, 1.71443], [0.18875, -0.48622, 3.68955], [-1.01200, -0.98997, -0.62762], [0.03002, 1.61992, -1.14455], [-0.96577, 1.31991, 0.30081], [-2.12335, 2.66606, -1.07778], [-0.10200, -0.07749, -2.85303], [0.67356, -1.47804, -2.38252]], "nbo_charge": [-0.235, -0.634, 0.532, -0.589, -0.066, -0.547, -0.072, -0.848, 0.189, 0.233, 0.379, 0.125, 0.148, 0.224, 0.226, 0.192, 0.377, 0.366]}

4.
{"formula": "C9H10O3P", "method": "ωB97M-V with the def2-TZVPD basis set", "de_lowest_ev": 0.5365, "total_charge": -1, "total_energy_ev": -24927.3180, "e_lumo_ev": 3.10, "e_homo_ev": -3.6, "homo_lumo_gap_ev": 6.72, "smiles": "C=C([O-])O[P@H](=O)c1ccc(C)cc1", "elements": ["C", "C", "O", "O", "P", "O", "C", "C", "C", "C", "C", "C", "C", "H", "H", "H", "H", "H", "H", "H", "H", "H", "H"], "positions_angstrom": [[2.97346, 0.94838, -1.48189], [3.53319, 1.37652, -0.39382], [3.96497, 2.34931, 0.10901], [4.00936, -0.01652, 0.45977], [3.08352, -1.19893, 0.62272], [3.41199, -2.41064, -0.12300], [1.32263, -0.58229, 0.41512], [0.74700, 0.59482, 1.02662], [-0.58460, 0.84472, 0.84554], [-1.47350, 0.03684, 0.16745], [-2.88316, 0.43289, 0.12558], [-0.97274, -1.21374, -0.23170], [0.40930, -1.53291, -0.13527], [2.73700, -0.09554, -1.60903], [2.63371, 1.71653, -2.02583], [3.02193, -1.34071, 1.98983], [1.44980, 1.24375, 1.60810], [-0.94256, 1.64329, 1.34518], [-3.09647, 1.52644, 0.53050], [-3.22674, 0.28749, -0.86594], [-3.42720, -0.17213, 0.73620], [-1.58541, -1.97559, -0.59411], [0.89820, -2.56018, -0.36311]], "nbo_charge": [-0.787, 0.706, -0.654, -1.004, 2.043, -1.130, -0.370, -0.201, -0.180, -0.054, -0.607, -0.235, -0.210, 0.207, 0.199, -0.183, 0.228, 0.179, 0.200, 0.212, 0.206, 0.192, 0.242]}

5.
{"formula": "C13H13Br39", "method": "ωB97M-V with the def2-TZVPD basis set", "de_lowest_ev": 0.8424, "total_charge": 0, "total_energy_ev": -2745343.9558, "e_lumo_ev": -0.38, "e_homo_ev": -9.9, "homo_lumo_gap_ev": 9.54, "elements": ["C", "Br", "Br", "Br", "H", "C", "Br", "Br", "Br", "H", "C", "Br", "Br", "Br", "H", "C", "Br", "Br", "Br", "H", "C", "Br", "Br", "Br", "H", "C", "Br", "Br", "Br", "H", "C", "Br", "Br", "Br", "H", "C", "Br", "Br", "Br", "H", "C", "Br", "Br", "Br", "H", "C", "Br", "Br", "Br", "H", "C", "Br", "Br", "Br", "H", "C", "Br", "Br", "Br", "H", "C", "Br", "Br", "Br", "H"], "positions_angstrom": [[-5.22803, -1.74065, 3.41571], [-4.50514, -3.19675, 2.41257], [-4.08995, -0.20735, 3.38814], [-5.39231, -2.32477, 5.29583], [-6.19994, -1.46116, 3.03799], [-2.50783, 3.13837, 4.85696], [-0.65429, 3.57788, 4.90897], [-3.13673, 3.47940, 3.09161], [-3.35374, 4.39083, 6.07840], [-2.61155, 2.14492, 5.20480], [2.23442, 5.41640, 2.39729], [2.47995, 6.73115, 1.10057], [2.02162, 6.29940, 4.03174], [3.75783, 4.23409, 2.55616], [1.33433, 4.86346, 2.21754], [-0.86205, -5.17986, -3.43084], [-0.66188, -3.44270, -4.28656], [-1.56811, -6.45666, -4.63758], [-2.17208, -4.88541, -2.03482], [0.08572, -5.43462, -2.97839], [-6.18497, 2.13059, 1.57936], [-7.57448, 0.85687, 1.13683], [-6.92994, 3.92672, 1.57557], [-4.76951, 2.08097, 0.27557], [-5.74752, 1.99462, 2.54016], [5.73200, 0.31872, -1.85193], [6.41932, 0.53256, -3.63525], [4.71369, 1.90634, -1.45999], [7.21083, 0.15900, -0.68204], [5.10148, -0.54609, -1.72152], [0.08116, -0.61321, 0.48763], [1.60743, -0.16372, -0.56795], [-1.25809, -1.32760, -0.67657], [-0.56567, 1.04524, 1.24273], [0.29734, -1.36640, 1.28618], [3.46403, 0.07626, 4.82778], [3.06934, 0.91176, 6.45881], [4.99568, 1.05372, 4.07167], [2.03372, 0.43579, 3.62058], [3.68021, -0.95870, 4.94056], [1.32721, -4.38852, 1.73720], [1.55613, -4.46990, -0.19255], [-0.49079, -4.04672, 2.20884], [2.36810, -2.84769, 2.26040], [1.75920, -5.21674, 2.22118], [6.46161, -3.15367, -3.66262], [6.80143, -4.17068, -5.31877], [7.29914, -4.28200, -2.34894], [4.62317, -3.03782, -3.16216], [6.97492, -2.20193, -3.68653], [-0.16387, 4.10909, -1.78369], [-0.93818, 2.54176, -2.60980], [1.53094, 3.75794, -1.01039], [-1.36518, 4.89104, -0.50167], [0.04026, 4.87477, -2.53108], [2.00393, -0.38928, -6.34645], [0.59464, 0.16273, -7.54625], [1.36461, 0.07225, -4.52329], [3.53818, 0.63786, -6.70085], [2.21715, -1.42684, -6.34515], [-6.38904, -0.71812, -1.85086], [-4.51051, -1.00507, -2.13081], [-7.35838, -2.32145, -2.27658], [-7.04452, 0.57300, -3.12359], [-6.54641, -0.34346, -0.84987]], "nbo_charge": [-0.487, 0.108, 0.088, 0.061, 0.231, -0.489, 0.089, 0.102, 0.074, 0.227, -0.530, 0.116, 0.099, 0.079, 0.234, -0.493, 0.069, 0.120, 0.075, 0.229, -0.484, 0.085, 0.082, 0.105, 0.227, -0.508, 0.082, 0.092, 0.105, 0.237, -0.532, 0.093, 0.092, 0.076, 0.247, -0.490, 0.114, 0.052, 0.098, 0.228, -0.467, 0.073, 0.116, 0.070, 0.223, -0.486, 0.067, 0.075, 0.101, 0.238, -0.511, 0.101, 0.101, 0.084, 0.231, -0.472, 0.090, 0.043, 0.115, 0.224, -0.498, 0.086, 0.086, 0.076, 0.232]}

6.
{"formula": "C3H7NO3", "method": "ωB97M-V with the def2-TZVPD basis set", "de_lowest_ev": 2.5107, "total_charge": 0, "total_energy_ev": -10855.8570, "e_lumo_ev": 0.41, "e_homo_ev": -10.0, "homo_lumo_gap_ev": 10.36, "smiles": "NC[C@@H](O)C(=O)O", "elements": ["N", "C", "C", "O", "C", "O", "O", "H", "H", "H", "H", "H", "H", "H"], "positions_angstrom": [[1.76895, -1.71170, -1.21245], [1.25573, -0.62678, -0.29299], [-0.12181, -0.28644, -0.26156], [-1.19932, -1.19380, 0.21438], [-0.40628, 1.11878, 0.43755], [0.18621, 2.14671, 0.12238], [-1.49344, 1.13191, 1.18705], [1.76795, -1.39335, -2.23671], [1.27675, -2.61413, -1.28440], [1.62990, 0.41939, -0.73134], [1.74187, -0.73673, 0.76904], [-0.51197, -0.18631, -1.27356], [-0.76728, -1.62727, 0.91772], [-1.83325, 0.20841, 0.83790]], "nbo_charge": [-0.851, -0.278, -0.063, -0.713, 0.745, -0.585, -0.652, 0.363, 0.368, 0.268, 0.207, 0.214, 0.473, 0.504]}